Record 1
A structure of composition C34H47ClIIrN5OPS in a non-equilibrium geometry. Source: OMol25; level of theory: the ωB97M-V functional and the def2-TZVPD basis.

Its max |F| is 4.69 eV Å⁻¹. The value obtained for the energy above the lowest of the compared OMol25 structures with the same formula, charge and spin is 2.571 eV. The calculation puts the HOMO energy (spin up / spin down) at -11.772 / -11.772 eV. As for the net charge: +2.

Cartesian coordinates (Å):
Ir (0.129, -0.064, -0.185)
I (0.310, -0.593, 5.229)
Cl (-3.491, -4.662, 3.926)
S (-1.896, 1.407, 0.972)
P (0.361, 0.291, -2.643)
O (0.123, -0.472, 2.157)
N (-0.614, 3.325, 2.306)
N (4.567, 0.325, 1.003)
N (0.546, 2.192, 0.606)
N (2.283, -0.181, 0.300)
N (-1.203, -1.898, 0.254)
C (0.564, 2.566, -4.491)
C (0.465, 4.077, 2.585)
C (-1.663, -2.746, 4.307)
C (-1.064, 4.480, -4.241)
C (1.624, 3.889, 1.878)
C (5.295, -0.515, 1.932)
C (-1.371, -2.199, 1.555)
C (-2.969, -3.916, 0.993)
C (2.408, -1.655, -2.465)
C (-0.714, 3.209, -5.022)
C (5.344, 1.329, 0.302)
C (4.706, -1.131, -3.394)
C (-1.901, -2.556, -0.653)
C (-2.399, -3.470, 3.381)
C (-0.699, 4.337, -2.758)
C (-2.787, -0.443, -5.269)
C (2.656, -0.069, -4.402)
C (-2.259, -3.215, 1.983)
C (3.857, -0.991, -4.654)
C (2.123, -0.237, -2.971)
C (-0.616, -1.413, 2.516)
C (0.426, 2.128, -3.018)
C (-0.748, 2.865, -2.360)
C (-1.462, -2.571, -5.126)
C (-0.636, -0.455, -4.026)
C (3.918, -1.846, -2.284)
C (-2.140, -0.229, -3.893)
C (-2.048, -1.525, -6.067)
C (1.600, 2.923, 0.857)
C (3.369, 0.038, 0.642)
C (-2.795, -3.575, -0.328)
C (-0.366, -1.948, -4.245)
C (-0.579, 2.357, 1.340)
C (-0.801, -1.752, 3.891)
H (2.041, -2.392, -3.177)
H (1.336, 2.432, -2.480)
H (2.971, 0.965, -4.541)
H (-1.481, 3.457, 2.818)
H (-0.533, 5.335, -4.660)
H (4.706, 1.918, -0.353)
H (-1.533, 2.490, -4.964)
H (-3.336, -4.083, -1.108)
H (-3.829, -0.731, -5.129)
H (-2.736, -1.996, -6.766)
H (1.371, 3.297, -4.564)
H (-1.383, 4.918, -2.141)
H (5.670, 0.093, 2.757)
H (1.886, -1.834, -1.515)
H (-1.246, -1.087, -6.663)
H (-0.312, -2.477, -3.290)
H (2.508, 4.472, 2.065)
H (2.449, 2.770, 0.208)
H (0.372, 4.820, 3.363)
H (-1.752, -2.265, -1.683)
H (4.645, -1.290, 2.331)
H (4.449, -0.568, -5.465)
H (0.309, 4.719, -2.582)
H (5.827, 1.985, 1.031)
H (4.226, -1.464, -1.309)
H (-0.310, 0.089, -4.919)
H (4.133, -2.914, -2.300)
H (-1.038, -3.396, -5.699)
H (-2.264, -2.978, -4.509)
H (-2.366, 0.773, -3.532)
H (-2.783, 0.490, -5.836)
H (-3.645, -4.707, 1.280)
H (0.841, 1.739, -5.141)
H (-0.578, 3.457, -6.074)
H (6.121, 0.861, -0.308)
H (1.895, -0.296, -5.147)
H (-1.778, -2.961, 5.359)
H (5.014, -0.137, -3.062)
H (0.596, -2.068, -4.742)
H (2.682, 0.448, -2.316)
H (-2.554, -0.929, -3.164)
H (6.140, -0.979, 1.418)
H (-1.708, 2.458, -2.673)
H (3.526, -1.977, -4.979)
H (-2.130, 4.677, -4.349)
H (5.613, -1.691, -3.622)
H (-0.685, 2.746, -1.279)


Record 2
A structure of composition C34H48BN17OS in a non-equilibrium geometry. Source: OMol25; level of theory: the ωB97M-V functional and the def2-TZVPD basis.

Its max |F| is 1.48 eV Å⁻¹. The calculation puts the HOMO energy at -8.302 eV.

Cartesian coordinates (Å):
S (-0.359, -1.212, -3.129)
O (-2.138, 1.709, 0.995)
N (-1.146, -0.653, -1.823)
N (-1.322, -4.008, -0.682)
N (5.654, 4.569, 5.178)
N (-6.072, -0.870, 0.706)
N (-0.607, 6.935, -0.277)
N (5.123, -1.579, 0.029)
N (0.473, 2.245, 3.675)
N (2.295, 3.147, -2.589)
N (-4.507, -6.608, 3.394)
N (-4.969, -4.773, -3.914)
N (-2.186, 3.076, -1.958)
N (3.287, 3.991, 1.823)
N (1.116, -1.407, -2.555)
N (-8.050, -9.215, -1.618)
N (-3.017, -0.555, 0.966)
N (5.917, 0.835, -4.544)
N (3.659, -0.688, 3.863)
C (6.044, 1.590, -5.397)
C (3.365, 2.841, -2.310)
C (0.372, 2.753, 6.228)
C (5.283, -2.614, -0.437)
C (4.725, 2.453, -1.951)
C (0.429, 2.471, 4.798)
C (0.591, -0.126, 1.320)
C (-0.214, -0.603, -0.884)
C (2.343, 4.240, 1.217)
C (1.163, 4.532, 0.413)
C (-2.246, 2.492, -4.498)
C (5.734, 5.351, 4.341)
C (-3.515, -6.731, 3.955)
C (5.485, -3.930, -1.031)
C (-1.500, 6.728, 0.412)
C (1.097, -1.041, -1.263)
C (1.891, -0.598, 0.935)
C (-0.444, -0.141, 0.447)
C (-2.629, 6.450, 1.294)
C (-3.191, -3.988, 1.135)
C (-7.400, -6.811, -2.389)
C (-3.849, -4.654, -3.691)
C (3.655, 0.459, 3.869)
C (6.207, 2.549, -6.485)
C (-5.961, -1.471, -1.829)
C (5.836, 6.350, 3.285)
C (-2.429, -4.496, -3.393)
C (-2.219, 2.821, -3.075)
C (2.155, -1.045, -0.317)
C (3.628, 1.909, 3.727)
C (-2.253, -6.887, 4.671)
C (-2.152, -4.001, 0.111)
C (-6.028, -1.134, -0.409)
C (-7.764, -8.157, -1.956)
B (-1.906, 0.350, 0.812)
H (6.092, 3.562, -6.103)
H (-1.421, -6.828, 3.971)
H (-5.591, -2.487, -1.954)
H (3.136, -1.399, -0.609)
H (-2.305, 6.498, 2.332)
H (5.274, -3.888, -2.098)
H (-3.706, -3.029, 1.129)
H (-1.687, 2.176, 0.278)
H (-2.150, -6.099, 5.414)
H (-0.421, 2.167, 6.687)
H (6.515, -4.246, -0.882)
H (6.792, 6.249, 2.774)
H (0.634, 5.377, 0.826)
H (5.763, 7.348, 3.712)
H (5.454, 2.370, -7.250)
H (4.709, 1.511, -1.404)
H (-3.277, -1.013, 0.101)
H (-5.288, -0.782, -2.337)
H (-8.224, -6.366, -2.943)
H (-1.504, 3.083, -5.030)
H (-1.841, -4.675, -4.292)
H (2.681, -0.590, 1.673)
H (3.306, 2.374, 4.656)
H (1.322, 2.495, 6.692)
H (0.173, 3.811, 6.387)
H (5.172, 3.222, -1.324)
H (-7.179, -6.192, -1.523)
H (7.196, 2.443, -6.925)
H (0.504, 3.664, 0.404)
H (-3.830, 0.003, 1.213)
H (-2.019, 1.435, -4.628)
H (0.474, 0.242, 2.329)
H (-3.909, -4.786, 0.947)
H (4.818, -4.651, -0.563)
H (5.030, 6.203, 2.568)
H (-2.238, -3.487, -3.037)
H (1.465, 4.761, -0.606)
H (5.319, 2.328, -2.849)
H (-2.744, -4.140, 2.115)
H (-6.951, -1.396, -2.273)
H (-2.230, -7.853, 5.171)
H (4.615, 2.281, 3.470)
H (-3.230, 2.698, -4.916)
H (2.935, 2.170, 2.943)
H (-3.020, 5.455, 1.088)
H (-3.414, 7.185, 1.130)
H (-6.523, -6.849, -3.030)
H (-2.130, -5.202, -2.626)


Record 3
A structure of composition C34H48Cl2N9OsS in a non-equilibrium geometry. Source: OMol25; level of theory: the ωB97M-V functional and the def2-TZVPD basis.

As for the expectation value of S²: 6.047. The spin multiplicity is 5. Its max |F| is 1.58 eV Å⁻¹. The calculation puts the HOMO energy (spin up / spin down) at -9.241 / -9.910 eV. As for the net charge: +1.

Cartesian coordinates (Å):
Os (1.260, 1.210, -0.402)
Cl (1.196, 5.853, -1.095)
Cl (1.567, 1.038, -3.235)
S (1.492, -1.314, -0.131)
N (-0.969, 2.149, 2.235)
N (-0.720, -2.349, 2.974)
N (2.900, -1.876, -2.473)
N (-2.951, 1.581, 1.241)
N (-0.900, 1.041, 0.174)
N (0.802, -2.370, -2.565)
N (1.234, 2.951, -1.144)
N (-1.487, -1.723, 0.857)
N (-1.874, -3.955, 1.739)
C (-1.301, -2.757, 4.267)
C (-1.379, -2.620, 1.783)
C (-3.599, 2.835, 1.631)
C (0.407, 2.610, 2.183)
C (-2.583, -2.237, -3.242)
C (-2.324, 1.414, -3.182)
C (-3.868, 0.568, 0.744)
C (3.622, 0.842, 1.689)
C (2.706, -2.493, -3.672)
C (4.911, 0.079, 1.360)
C (1.456, 3.515, -2.345)
C (-1.768, 1.626, -1.909)
C (-1.855, -1.919, -0.508)
C (-1.583, 1.509, 1.178)
C (-3.318, -4.119, 1.569)
C (1.499, 4.921, -2.510)
C (1.738, 3.304, -4.747)
C (-2.557, 0.139, -3.591)
C (-2.140, -3.146, -1.056)
C (-2.360, -0.931, -2.719)
C (-1.112, -5.085, 2.269)
C (3.875, 1.612, 2.973)
C (1.670, 5.507, -3.720)
C (-2.518, -3.311, -2.401)
C (1.826, 4.689, -4.828)
C (0.006, -1.089, 3.070)
C (3.218, 1.667, 0.476)
C (1.725, -1.819, -1.785)
C (-1.943, -0.734, -1.376)
C (-1.601, 2.195, 3.525)
C (1.365, -2.762, -3.749)
C (1.637, 2.735, -3.512)
C (-1.581, 0.609, -1.022)
C (4.152, -1.424, -1.913)
H (-2.455, 2.272, -3.820)
H (-0.555, -3.063, 5.004)
H (5.732, 0.748, 1.145)
H (2.012, 5.148, -5.774)
H (1.840, 2.703, -5.592)
H (3.482, -2.627, -4.400)
H (-2.808, -2.362, -4.277)
H (4.651, 2.343, 2.825)
H (-1.812, -1.880, 4.634)
H (4.545, -2.104, -1.139)
H (-3.337, -0.376, 0.694)
H (-2.088, -4.012, -0.404)
H (1.167, 1.805, 2.304)
H (3.172, 2.738, 0.711)
H (0.537, 3.370, 2.959)
H (-4.679, 0.451, 1.487)
H (1.688, 6.581, -3.795)
H (-2.996, 3.713, 1.463)
H (-0.991, -5.828, 1.470)
H (-3.536, -4.853, 0.824)
H (3.018, 2.182, 3.305)
H (-2.045, -3.519, 4.122)
H (0.745, -1.182, 3.887)
H (-2.062, 3.206, 3.704)
H (-0.209, -2.475, -2.344)
H (0.829, -3.191, -4.573)
H (-0.876, 1.949, 4.298)
H (-3.731, -3.156, 1.287)
H (5.154, -0.598, 2.181)
H (-0.122, -4.802, 2.626)
H (4.217, 0.934, 3.787)
H (-2.700, -4.289, -2.809)
H (4.894, -1.369, -2.705)
H (-4.335, 0.856, -0.216)
H (4.030, 1.623, -0.276)
H (0.496, -0.906, 2.124)
H (-1.610, -5.555, 3.096)
H (-1.360, 2.592, -1.549)
H (-4.477, 2.932, 1.027)
H (-2.382, 1.403, 3.552)
H (-3.899, 2.819, 2.665)
H (4.035, -0.417, -1.495)
H (4.791, -0.510, 0.493)
H (-0.699, -0.258, 3.316)
H (-2.922, -0.090, -4.576)
H (-3.780, -4.432, 2.540)
H (0.611, 3.203, 1.236)
H (2.848, 0.117, 1.875)


Record 4
A structure of composition C34H48Cl3GeN4NiOSSi4. Source: OMol25; level of theory: the ωB97M-V functional and the def2-TZVPD basis.

As for the expectation value of S²: 3.767. The spin multiplicity is 4. Its max |F| is 0.92 eV Å⁻¹. The value obtained for the energy above the lowest of the compared OMol25 structures with the same formula, charge and spin is 0.000 eV. The calculation puts the HOMO energy (spin up / spin down) at -6.890 / -8.410 eV.

Cartesian coordinates (Å):
Ge (-0.212, -0.949, 2.074)
Ni (0.197, 0.769, -0.613)
Cl (-1.829, -3.345, -3.921)
Cl (-4.097, -0.912, -2.528)
Cl (-1.818, -0.691, -5.182)
S (1.491, 0.602, 1.499)
Si (2.245, 0.785, -1.857)
Si (-2.253, 0.150, 2.702)
Si (-0.790, -2.944, 0.813)
Si (1.048, -1.549, 4.031)
O (-4.601, 4.210, -3.850)
N (-0.791, 2.198, -1.883)
N (-4.791, 2.002, -3.406)
N (-0.335, 2.420, 1.011)
N (-0.749, -0.642, -1.678)
C (-2.008, 1.479, 4.002)
C (5.943, -0.597, -0.506)
C (-0.977, 3.579, 1.141)
C (2.014, -1.058, -4.036)
C (1.546, 0.025, 4.935)
C (2.589, -2.432, 3.422)
C (-1.741, -1.657, -3.792)
C (1.524, -0.474, -6.316)
C (1.676, 1.233, -4.630)
C (3.344, -1.528, -0.567)
C (0.450, -3.651, -0.394)
C (1.968, 0.284, -3.647)
C (3.612, -0.267, -1.100)
C (-0.615, 4.364, -2.873)
C (0.166, -2.637, 5.286)
C (1.795, -1.437, -5.353)
C (-0.941, -4.156, 2.242)
C (4.934, 0.184, -1.052)
C (1.462, 0.863, -5.951)
C (5.653, -1.855, 0.003)
C (-2.666, 3.144, -3.028)
C (-2.472, -2.771, 0.017)
C (0.706, 2.161, 1.801)
C (-3.207, -1.256, 3.510)
C (4.346, -2.321, -0.027)
C (-0.095, 3.306, -2.153)
C (-3.240, 0.782, 1.236)
C (-1.924, 4.282, -3.311)
C (0.526, 4.284, 2.849)
C (-2.056, 2.115, -2.319)
C (-0.582, 4.543, 2.052)
C (1.188, 3.073, 2.733)
C (-4.113, 3.153, -3.474)
C (-1.180, -1.097, -2.646)
H (-2.507, -3.324, -0.924)
H (1.250, 1.619, -6.696)
H (-1.821, 3.732, 0.477)
H (-3.774, -0.032, 0.740)
H (-2.588, 1.196, -2.087)
H (4.107, -3.299, 0.376)
H (1.636, 2.285, -4.367)
H (-1.526, -3.766, 3.075)
H (2.044, 2.830, 3.346)
H (-1.322, 2.274, 3.711)
H (-2.763, -1.752, -0.235)
H (-4.085, -0.842, 4.015)
H (-0.126, -3.610, 4.897)
H (-5.746, 2.030, -3.726)
H (0.745, 0.767, 4.960)
H (1.358, -0.766, -7.345)
H (0.867, 5.019, 3.566)
H (-2.617, -1.788, 4.259)
H (6.440, -2.467, 0.425)
H (1.842, -2.483, -5.629)
H (3.272, -2.620, 4.256)
H (-3.561, -1.980, 2.772)
H (-1.471, -5.033, 1.856)
H (-4.401, 1.081, -3.188)
H (2.845, 2.160, -1.905)
H (-2.617, 1.270, 0.488)
H (2.342, -3.396, 2.971)
H (2.420, 0.488, 4.473)
H (2.327, -1.893, -0.562)
H (-1.125, 5.474, 2.129)
H (1.397, -3.884, 0.099)
H (6.960, -0.225, -0.481)
H (0.037, -4.589, -0.778)
H (5.179, 1.163, -1.449)
H (-0.726, -2.149, 5.685)
H (-2.979, 1.934, 4.218)
H (-1.640, 1.036, 4.931)
H (-0.003, 5.231, -3.075)
H (-2.406, 5.082, -3.857)
H (1.803, -0.224, 5.968)
H (3.128, -1.844, 2.676)
H (2.247, -1.824, -3.302)
H (0.647, -3.004, -1.248)
H (-3.986, 1.506, 1.579)
H (0.846, -2.804, 6.127)
H (-3.238, -3.195, 0.671)
H (0.030, -4.485, 2.617)
H (0.918, 3.336, -1.772)


Record 5
A structure of composition C34H48MnN3O5S2Si. Source: OMol25; level of theory: the ωB97M-V functional and the def2-TZVPD basis.

As for the expectation value of S²: 6.041. The spin multiplicity is 5. Its max |F| is 0.83 eV Å⁻¹. The value obtained for the energy above the lowest of the compared OMol25 structures with the same formula, charge and spin is 0.616 eV. The calculation puts the HOMO energy (spin up / spin down) at -8.583 / -8.583 eV.

Cartesian coordinates (Å):
Mn (0.171, -0.245, -0.207)
S (2.882, -0.702, 1.482)
S (-2.273, -0.362, -0.271)
Si (0.532, -3.461, -0.916)
O (0.149, 1.596, -0.532)
O (2.590, -2.103, 1.459)
O (0.246, -2.015, -0.225)
O (1.268, 3.525, -0.395)
O (4.249, -0.290, 1.308)
N (-3.305, 1.583, -1.780)
N (1.919, 0.126, 0.455)
N (-2.730, 2.160, 0.361)
C (-4.634, 0.990, -3.779)
C (-0.117, -4.706, 0.379)
C (-1.587, -4.364, 0.650)
C (2.388, 1.496, 0.242)
C (-2.759, 1.258, -0.616)
C (2.355, -0.117, 3.093)
C (0.693, -4.527, 1.668)
C (4.993, -3.643, -2.360)
C (-1.962, 4.400, -0.411)
C (2.964, -2.438, -1.925)
C (3.016, -4.808, -1.652)
C (-6.333, 0.870, -1.852)
C (-5.903, 0.338, -3.219)
C (-0.750, -4.539, -3.318)
C (3.297, -0.030, 4.104)
C (1.571, 0.660, 5.646)
C (-1.160, 6.689, -1.068)
C (0.637, 0.561, 4.618)
C (-3.067, 3.573, 0.240)
C (2.309, -3.613, -1.555)
C (-1.398, -4.446, -4.541)
C (1.023, 0.168, 3.348)
C (-0.861, -2.171, -3.072)
C (-2.310, 5.884, -0.470)
C (-0.018, -6.164, -0.078)
C (-3.372, 0.726, -2.960)
C (1.214, 2.324, -0.273)
C (-0.475, -3.406, -2.550)
C (4.350, -4.826, -2.037)
C (-1.513, -2.066, -4.291)
C (4.290, -2.448, -2.321)
C (1.156, 1.085, 7.028)
C (-1.786, -3.208, -5.028)
C (2.902, 0.357, 5.374)
H (-2.194, -4.505, -0.248)
H (-6.712, 0.505, -3.933)
H (4.781, -1.519, -2.582)
H (-0.403, 0.780, 4.826)
H (-1.987, -5.005, 1.441)
H (0.121, 0.809, 7.225)
H (1.794, 0.621, 7.778)
H (0.336, -5.218, 2.438)
H (-0.438, -5.512, -2.958)
H (1.016, -6.447, -0.278)
H (1.755, -4.712, 1.495)
H (-0.608, -6.341, -0.979)
H (-3.215, 6.031, -1.069)
H (-4.004, 3.666, -0.317)
H (-4.788, 2.071, -3.875)
H (-2.522, 6.246, 0.540)
H (-0.631, -1.268, -2.515)
H (-6.454, 1.955, -1.878)
H (1.244, 2.168, 7.134)
H (-7.289, 0.433, -1.564)
H (-3.549, 2.550, -1.933)
H (4.888, -5.766, -2.073)
H (-0.962, 6.372, -2.093)
H (-0.249, 6.532, -0.490)
H (-0.397, -6.827, 0.706)
H (-5.605, 0.614, -1.084)
H (-1.763, 4.030, -1.421)
H (-2.290, -3.131, -5.983)
H (-1.393, 7.754, -1.076)
H (2.521, -5.743, -1.416)
H (-1.801, -1.094, -4.675)
H (3.204, 1.517, -0.488)
H (6.039, -3.652, -2.640)
H (0.299, 0.071, 2.547)
H (-1.593, -5.341, -5.118)
H (-1.688, -3.323, 0.963)
H (2.771, 1.946, 1.162)
H (4.327, -0.270, 3.876)
H (-2.200, 1.880, 1.169)
H (-3.339, -0.310, -2.630)
H (-5.742, -0.740, -3.148)
H (0.603, -3.507, 2.040)
H (3.634, 0.417, 6.170)
H (-2.488, 0.920, -3.574)
H (-3.255, 3.936, 1.251)
H (-1.036, 4.271, 0.149)
H (2.421, -1.504, -1.876)
H (-4.462, 0.597, -4.783)


Question: Which of these has the lowest max |F|?
Answer: C34H48MnN3O5S2Si